Computed, not measured: the molecule C19H19N5O2S3 at a distorted geometry, with wB97M-V/def2-TZVPD.

CARTESIAN COORDINATES (ANGSTROEM)
C (4.236749, 2.498418, 0.743368)
C (3.490777, 1.610100, -0.108304)
C (2.162696, 1.362227, 0.669912)
N (1.681875, 0.274676, 1.214362)
N (0.287283, 0.467263, 1.381788)
C (-0.436023, -0.416525, 1.934277)
O (-0.145151, -1.784252, 2.114505)
C (-1.834728, -0.260171, 2.153286)
C (-2.322156, 0.945759, 2.061599)
C (-3.602554, 1.508054, 2.264172)
S (-4.343292, 2.138271, 0.408338)
C (-3.134428, 0.970292, -0.344457)
N (-3.296335, -0.205403, -0.368256)
C (-2.320062, -1.213387, -0.587656)
S (-2.472722, -2.704195, -0.439679)
C (-0.877393, -2.928792, -1.315275)
C (-0.219003, -1.782907, -1.281673)
C (-1.219727, -0.699924, -1.217889)
C (-0.979564, 0.764424, -1.472979)
O (0.061727, 1.159006, -1.852473)
N (-2.096502, 1.660094, -0.927197)
C (-1.924178, 2.829350, -1.119815)
C (1.155514, -1.607237, -1.845678)
C (2.166146, -2.503001, -0.898646)
C (1.259794, -3.755965, -0.389233)
C (0.185690, -3.919782, -1.002883)
N (-1.388967, 2.173342, 1.718587)
C (-0.157786, 1.716531, 1.316634)
S (0.957835, 2.918808, 0.802590)
H (5.130182, 2.621998, 0.195398)
H (3.624098, 3.496415, 0.543457)
H (4.395067, 2.338665, 1.698737)
H (3.278352, 1.769133, -0.984192)
H (3.860792, 0.615281, 0.174427)
H (-2.545243, -0.870170, 2.475194)
H (-4.259217, 0.866559, 2.531646)
H (-3.764440, 2.422640, 2.873222)
H (-1.800589, 3.508679, -0.331436)
H (-0.989778, 3.292944, -1.873016)
H (-2.846028, 3.293566, -1.923760)
H (1.094381, -2.149076, -2.996671)
H (1.546276, -0.575698, -2.136216)
H (2.394766, -1.816149, -0.194026)
H (3.030747, -2.697702, -1.582861)
H (2.133080, -4.479868, -0.291974)
H (0.974368, -3.538656, 0.696102)
H (-0.425695, -4.837738, -0.673694)
H (0.293367, -4.475898, -1.811662)

Cartesian forces, eV/Å:
C -1.3374 5.8354 -5.8706
C -1.1154 -6.4600 12.7213
C -1.9332 0.8596 -0.1528
N 0.3103 2.0882 -2.5434
N 4.1932 1.6797 -0.1912
C -2.8766 -13.4658 2.4459
O 0.2996 6.7234 -0.8769
C 2.1762 3.7346 -0.5446
C 3.8699 6.8253 -0.5962
C 0.1927 5.1095 -2.7567
S 1.2692 -1.4698 1.9757
C -0.3119 6.7529 -1.2917
N -1.9477 -7.7491 1.5310
C -0.8333 11.7708 -2.3955
S 0.3912 -8.9419 0.0764
C 0.8572 -0.9671 3.6022
C -1.6425 5.9604 -3.8754
C 2.4807 0.5175 0.9615
C -3.1051 -2.9032 2.8777
O 1.5795 1.8152 -1.1900
N 2.1959 -15.8627 0.0766
C 0.7251 17.2347 -7.9088
C 1.5993 -2.2511 -2.6594
C -2.9657 -0.5538 -4.4360
C 14.4282 4.6385 9.8702
C -14.4603 -6.8103 -5.2739
N 1.9072 -4.9244 -0.5229
C -4.9985 5.0314 1.7263
S 1.8288 -2.7444 -0.3391
H 1.6046 0.6837 -0.0231
H 1.6969 -1.1851 1.1589
H 0.3558 -1.2651 4.5357
H -1.6631 1.9458 -9.3504
H 0.5780 -0.3890 -1.5215
H -1.8761 -4.0127 1.1816
H -4.5869 -4.5029 1.7349
H 0.9378 -0.5602 -0.4973
H -0.4189 0.9007 1.4962
H -2.0942 -2.4576 2.0251
H 2.0250 -0.6384 2.3436
H 0.2818 1.2429 3.1432
H -0.9082 -1.3425 1.0930
H 1.1007 1.5664 2.7980
H -0.5680 -0.4474 0.9771
H -1.9872 -0.2788 -0.4885
H 0.9991 0.2178 -0.8940
H 0.5849 0.8835 1.0948
H 1.1616 -1.8344 -5.2468

Results
Relative energy (zero: lowest compared OMol25 entry of this formula, charge and spin) (kcal per mole): 321.24
HOMO energy (eV): -8.38
Calculated total energy (a.u.): -2353.66627
Maximum force (eV/Å): 18.98
LUMO (eV): -0.43



Computed, not measured: a 2-piece molecular cluster, C19H19N7OS2 overall at a distorted geometry, with wB97M-V/def2-TZVPD.

CARTESIAN COORDINATES (ANGSTROEM)
C (5.873063, -0.696225, -0.710782)
C (4.453205, -1.315328, -0.367066)
N (4.161180, -1.886518, 0.854547)
N (3.046881, -2.374108, 0.868274)
C (2.311720, -2.277880, -0.367627)
N (1.159640, -2.589593, -0.360127)
C (0.240769, -2.604602, 0.580718)
O (-1.097871, -3.099879, 0.221692)
C (0.431597, -2.592465, 2.048512)
H (1.468787, -2.289172, 2.162898)
H (0.092367, -3.379404, 2.887992)
S (-0.468177, -1.169922, 2.638996)
C (0.005235, 0.072814, 1.139408)
N (1.172943, 0.043239, 0.823062)
N (1.146333, 0.933360, -0.247297)
C (0.191741, 1.760453, -0.063341)
N (-0.698584, 1.234876, 0.758895)
C (-1.974114, 1.487697, 1.208118)
C (-2.498300, 2.610708, 1.859747)
C (-3.605793, 3.009991, 2.176073)
C (-4.674213, 1.932375, 1.786802)
C (-4.200365, 0.821391, 1.428249)
C (-3.035303, 0.481209, 1.100521)
H (-2.665134, -0.383685, 0.655139)
H (-5.271142, -0.187362, 1.137547)
H (-5.782797, 2.286555, 2.084478)
H (-3.900593, 3.982862, 2.351777)
H (-1.646845, 3.292979, 2.125437)
C (-0.261299, 2.832863, -0.980584)
C (-1.369996, 2.267312, -1.950068)
C (-2.801281, 2.182490, -1.859150)
C (-3.244916, 1.356919, -3.074849)
C (-2.145062, 0.932833, -3.557844)
N (-0.973052, 1.367558, -3.085285)
C (0.388475, 1.039310, -3.391046)
H (0.765485, 1.842518, -3.639040)
H (0.235443, 0.050347, -4.075151)
H (1.059837, 0.980569, -2.319375)
H (-2.036916, 0.243400, -4.399520)
H (-4.120835, 1.276723, -3.122614)
H (-3.330502, 3.025863, -1.252802)
H (-0.652886, 3.658298, -0.263539)
H (0.589412, 3.163456, -1.542754)
H (0.824469, -2.647718, -1.376675)
S (3.270039, -1.594096, -1.454777)
H (5.616231, 0.364072, -1.015123)
H (6.550173, -0.792674, -0.008748)
H (6.197655, -1.114835, -1.756488)

Cartesian forces, eV/Å:
C -5.9730 0.5260 -6.4980
C 4.2415 -0.2819 2.8756
N 4.8501 3.4689 -2.6597
N -6.1334 -2.6098 -1.4885
C 13.2727 1.9541 6.4277
N -11.7579 -2.8151 -4.5916
C -10.0324 -6.2875 -0.5450
O 7.3608 3.3296 1.0863
C 1.2751 1.0819 1.6264
H 0.1080 -0.7303 0.7405
H 0.7480 1.0281 -2.8822
S -0.9605 2.9390 -1.4674
C -5.8088 -1.7049 7.4072
N 3.1937 -0.8105 -3.9484
N 4.4317 2.0059 -0.2019
C -1.4015 0.6284 -2.8650
N 0.1458 -3.0840 2.9516
C -5.9355 -2.2274 0.7525
C 14.1429 0.2098 -1.7881
C -12.1138 -2.6513 -0.6572
C -2.6265 10.1380 4.8990
C -10.0399 -7.4516 -1.3531
C 10.8307 1.0625 -2.1885
H -0.2815 -1.8811 -0.5771
H 3.3515 2.8730 0.9559
H 2.5843 -1.4882 -1.1332
H -0.4067 1.6911 1.0952
H -0.4713 -0.0166 -0.3566
C -1.8445 0.5710 0.1874
C -0.9751 -1.6179 -0.6530
C 2.5428 2.0920 -1.3382
C 9.3780 5.2876 7.1942
C 3.6721 -3.8118 -5.0019
N -1.6698 3.3319 5.1360
C -3.0412 -9.2382 4.4913
H 4.1931 7.4155 -4.4851
H 1.5542 2.6222 1.4389
H -1.9785 -1.2200 -2.7914
H -0.2345 0.0831 0.0859
H -12.6162 -1.9898 -1.9411
H 0.5607 -2.1714 -1.0372
H 0.4409 -1.0351 -1.7408
H 0.3493 0.5747 -0.2219
H -0.7466 -0.2936 2.2326
S 0.0598 1.4740 -3.6987
H 0.8006 -0.8231 0.8625
H 3.1809 -0.5005 3.5331
H -0.2200 0.3535 2.1309

Results
HOMO energy (eV): -8.03
Calculated total energy (a.u.): -1989.71233
Maximum force (eV/Å): 14.88
LUMO (eV): -0.35